1.
Formula: C3H3NO4
Source: OMol25
Level of theory: ωB97M-V/def2-TZVPD

```
11
Properties=species:S:1:pos:R:3:forces:R:3
N -2.333276 0.461555 -0.420511 0.1 0.4 -0.1
C -1.319854 -0.266324 0.079180 0.2 -1.2 0.6
O -1.409811 -1.384460 0.567040 0.2 1.2 -0.5
C 0.032646 0.482675 0.036563 -1.1 1.0 -0.1
O 0.048075 1.699845 0.152867 0.3 -1.4 -0.1
C 1.329515 -0.323368 -0.129635 0.2 1.6 0.8
O 1.407178 -1.455826 -0.439734 -0.1 -0.9 -0.4
O 2.379735 0.449458 0.167987 0.5 0.5 -0.1
H -3.263973 0.091641 -0.319977 0.0 0.1 0.0
H -2.182527 1.456135 -0.542518 -0.2 -0.3 -0.1
H 2.124179 1.391305 0.304145 -0.2 -0.8 -0.1
```
Forces are in eV/Å.

## Properties
* ΔE to the lowest compared entry with this formula, charge and spin: 0.576 eV
* HOMO energy: -0.374 Eh
* SMILES string: NC(=O)C(=O)C(=O)O
* frontier orbital gap: 9.02 eV


2.
Formula: C2H2N3S2
Source: OMol25
Level of theory: ωB97M-V/def2-TZVPD

```
9
Properties=species:S:1:pos:R:3:forces:R:3
C 0.855630 -0.294516 -0.026329 1.1 1.9 0.3
C 0.333730 1.132089 0.154118 3.5 -0.7 -0.5
N -2.016018 0.497530 -0.538213 1.7 0.9 1.5
N -0.119951 -1.220496 0.000380 -3.1 -3.7 2.0
N -0.785916 1.513962 -0.143536 -4.1 1.0 -1.1
S 2.423779 -0.504598 -0.260344 0.1 -0.4 0.0
S -1.833895 -0.863873 0.098030 2.1 -0.1 -1.2
H 1.122003 1.987504 0.322833 -1.5 -1.7 0.1
H 0.020642 -2.247600 0.393060 0.3 2.8 -1.1
```
Forces are in eV/Å.

## Properties
* ΔE to the lowest compared entry with this formula, charge and spin: 1.996 eV
* HOMO energy (alpha / beta): -0.516 / -0.516 Eh
* charge: +1
* frontier orbital gap (alpha / beta): 6.18 / 6.18 eV


3.
Formula: C4H5NO2
Source: OMol25
Level of theory: ωB97M-V/def2-TZVPD

```
12
Properties=species:S:1:pos:R:3:forces:R:3
O 1.666156 1.470156 0.783544 0.0 -0.4 0.0
C 1.774945 0.276163 0.550954 -0.1 0.2 0.0
C 0.726531 -0.563572 0.019781 -0.2 0.3 0.0
O 0.968690 -1.866258 -0.334329 -0.1 -0.1 0.1
N -0.489227 -0.095391 -0.155040 0.1 -0.2 0.0
C -1.741422 -0.230119 -0.490121 0.1 -0.1 -0.2
C -1.293486 1.122565 -0.097521 0.0 0.4 0.1
H 2.721266 -0.274554 0.723276 -0.1 0.1 0.0
H 0.417677 -2.440593 0.217136 0.1 -0.1 -0.1
H -2.213579 -0.780300 -1.288001 0.0 0.0 0.1
H -1.012432 1.882577 -0.828269 0.0 -0.1 0.1
H -1.525117 1.499324 0.898587 0.0 -0.1 -0.2
```
Forces are in eV/Å.

## Properties
* ΔE to the lowest compared entry with this formula, charge and spin: 4.367 eV
* HOMO energy (alpha / beta): -0.282 / -0.282 Eh
* frontier orbital gap (alpha / beta): 7.65 / 7.65 eV


Question: Number 1 is which compound?
Answer: C3H3NO4


Question: Look up the ΔE to the lowest compared entry with this formula, charge and spin of the first one.
Answer: 0.576 eV


Question: The highest ΔE to the lowest compared entry with this formula, charge and spin belongs to which entry?
Answer: C4H5NO2


What did the third record say?
Formula: C4H5NO2
Source: OMol25
Level of theory: ωB97M-V/def2-TZVPD

```
12
Properties=species:S:1:pos:R:3:forces:R:3
O 1.666156 1.470156 0.783544 0.0 -0.4 0.0
C 1.774945 0.276163 0.550954 -0.1 0.2 0.0
C 0.726531 -0.563572 0.019781 -0.2 0.3 0.0
O 0.968690 -1.866258 -0.334329 -0.1 -0.1 0.1
N -0.489227 -0.095391 -0.155040 0.1 -0.2 0.0
C -1.741422 -0.230119 -0.490121 0.1 -0.1 -0.2
C -1.293486 1.122565 -0.097521 0.0 0.4 0.1
H 2.721266 -0.274554 0.723276 -0.1 0.1 0.0
H 0.417677 -2.440593 0.217136 0.1 -0.1 -0.1
H -2.213579 -0.780300 -1.288001 0.0 0.0 0.1
H -1.012432 1.882577 -0.828269 0.0 -0.1 0.1
H -1.525117 1.499324 0.898587 0.0 -0.1 -0.2
```
Forces are in eV/Å.

## Properties
* ΔE to the lowest compared entry with this formula, charge and spin: 4.367 eV
* HOMO energy (alpha / beta): -0.282 / -0.282 Eh
* frontier orbital gap (alpha / beta): 7.65 / 7.65 eV